Entry 1:
15
Properties=species:S:1:pos:R:3:nbo_charge:R:1 method="wB97M-V/def2-TZVPD" e_homo_ev=-7.756 relative_energy_kcal_mol=53.09 e_tot_ha=-338.06919 spin_multiplicity=1
C -0.9910 -0.4097 -0.0525 0.4160
C 0.2626 -1.2222 0.3007 -0.4577
C 1.5961 -0.9898 0.0114 0.0871
H -0.5306 2.0014 1.2631 0.3519
H 0.1877 2.6436 -0.0545 0.3594
H -1.8522 1.3401 -0.5247 0.3666
H -2.2002 -1.9500 0.0953 0.3425
H -0.0923 -2.2118 0.5545 0.2094
H 2.3855 -1.7771 0.0740 0.1975
H 1.4661 1.0276 -0.0099 0.4233
H 3.1128 0.2613 -0.3384 0.3879
N -0.1235 1.7449 0.4132 -0.6754
N -0.9025 0.9714 -0.4470 -0.4689
N -2.1666 -0.8972 -0.0834 -0.7185
N 2.0950 0.2373 -0.2567 -0.8211

=====

Entry 2:
81
Properties=species:S:1:pos:R:3:lowdin_charge:R:1 method="wB97M-V/def2-TZVPD" e_homo_ev="-7.773 / -7.774" relative_energy_kcal_mol=0.00 e_tot_ha=-4275.28192 spin_multiplicity=1 charge=+1
Ga 0.0748 0.6940 1.0681 0.5887
C 0.9653 3.2690 -2.1221 -0.2414
C -0.0793 2.7625 -2.9434 -0.2654
C -1.0014 4.2327 -1.4318 -0.2528
C 0.3942 4.1763 -1.1914 -0.2311
C -1.2953 3.3726 -2.5237 -0.2473
C 2.4066 2.9749 -2.2357 -0.0801
H 2.5968 2.1733 -2.9573 0.0565
H 2.8346 2.6740 -1.2675 0.0614
H 2.9726 3.8597 -2.5731 0.0906
C 1.1100 4.9690 -0.1777 -0.0589
H 2.1546 4.6497 -0.0923 0.0696
H 0.6419 4.8678 0.8099 0.0593
H 1.1084 6.0398 -0.4295 0.0911
C -1.9643 5.0918 -0.7170 -0.0593
H -1.9377 6.1254 -1.0898 0.0870
H -1.7370 5.1217 0.3542 0.0573
H -2.9865 4.7222 -0.8382 0.0636
C -2.6186 3.2035 -3.1487 -0.0694
H -2.8703 4.0564 -3.8009 0.0942
H -3.4114 3.1428 -2.3887 0.0619
H -2.6593 2.2983 -3.7657 0.0637
C 0.0735 1.8300 -4.0765 -0.0819
H 0.1124 2.3677 -5.0391 0.0890
H -0.7732 1.1307 -4.1350 0.0565
H 0.9974 1.2449 -3.9927 0.0523
C 1.9676 -3.9651 0.9565 -0.1381
C 2.4720 -3.6675 -0.2657 -0.1636
C 2.3639 -4.5793 -1.4463 -0.1735
C 0.9732 -5.2278 -1.6749 -0.1737
C -0.1980 -4.3835 -1.2766 -0.1120
C -0.8598 -4.5284 -0.1141 -0.1514
C -0.3285 -5.1734 1.1303 -0.1606
C 1.2153 -5.2240 1.2757 -0.1604
H 3.1035 -5.3991 -1.3664 0.1333
H 0.9511 -6.2151 -1.1934 0.1124
H 2.6469 -4.0164 -2.3466 0.1074
H 1.6043 -6.0766 0.7067 0.1118
H 2.2188 -3.3503 1.8267 0.1003
H 3.2072 -2.8660 -0.3921 0.0907
H 1.4121 -5.4592 2.3368 0.1262
H -0.7631 -4.6545 2.0025 0.1146
H -1.9113 -4.2254 -0.0362 0.1058
H -0.6964 -6.2165 1.1974 0.1340
H 0.8992 -5.4274 -2.7546 0.1222
H -0.6109 -3.7510 -2.0725 0.1193
P 1.4083 -0.9128 0.3069 0.8580
P -2.0613 -0.0242 0.4010 0.8569
C -0.0077 -2.0015 0.9174 -0.3774
C -1.5458 -1.6885 0.9549 -0.3337
H 0.2871 -2.4750 1.8670 0.0880
H 0.1712 -2.7285 0.1233 0.0132
H -2.0852 -2.3892 0.3031 0.0668
H -1.9120 -1.8619 1.9761 0.1080
C -3.5101 0.5341 1.3166 -0.1953
H -4.1263 1.1739 0.6717 0.0684
H -3.1847 1.1281 2.1823 0.0541
H -4.1089 -0.3159 1.6701 0.0677
C -2.4097 -0.0455 -1.3779 -0.1927
H -2.9133 -0.9736 -1.6853 0.0688
H -1.4785 0.0622 -1.9487 0.0324
H -3.0515 0.8098 -1.6252 0.0524
C 2.9575 -0.8832 1.2530 -0.2034
H 3.6155 -0.1316 0.7936 0.0780
H 3.4944 -1.8365 1.2860 0.0425
H 2.7470 -0.5704 2.2860 0.0624
C 1.5476 -0.8740 -1.5085 -0.1743
H 0.6065 -0.5156 -1.9497 0.0433
H 1.7936 -1.8534 -1.9426 0.0457
H 2.3392 -0.1547 -1.7731 0.0707
F -0.9569 3.5638 2.2041 0.0546
C -0.5689 2.7281 3.2240 -0.1993
C -0.1404 1.4281 2.9234 -0.1254
C 0.1268 0.6219 4.0311 -0.2174
F 0.4974 -0.6826 3.8218 0.0400
C 0.0167 1.0668 5.3490 -0.1234
F 0.2757 0.2408 6.3829 0.1191
C -0.3760 2.3808 5.6054 -0.1041
F -0.4927 2.8243 6.8699 0.1409
C -0.6693 3.2203 4.5306 -0.1111
F -1.0614 4.4913 4.7723 0.1258

=====

Entry 3:
8
Properties=species:S:1:pos:R:3:nbo_charge:R:1 method="wB97M-V/def2-TZVPD" e_homo_ev=-10.372 relative_energy_kcal_mol=61.82 e_tot_ha=-229.00805 spin_multiplicity=1 smiles="C=O.C=O"
O -0.1958 -5.4364 -0.6958 -0.4977
C 0.1077 -4.2902 -0.2849 0.2545
H 0.8822 -3.6818 -0.8097 0.1201
H -0.4185 -3.8048 0.5713 0.1231
O -1.2233 3.9225 0.5963 -0.4964
C -0.0884 4.3352 0.2805 0.2559
H 0.5069 3.8088 -0.5030 0.1188
H 0.4293 5.1466 0.8454 0.1218

=====

Entry 4:
82
Properties=species:S:1:pos:R:3:lowdin_charge:R:1 method="wB97M-V/def2-TZVPD" e_homo_ev=-8.108 e_tot_ha=-2122.90625 spin_multiplicity=1 smiles="C=Cc1c(N=C(C)C)c(COCCOCC)c(CC(=O)OC(C)=O)c2c1C(=O)C(CC=O)=CC2=O.O.O.O.O.O.O"
C 1.3800 -3.9096 3.6206 0.0055
C 0.6858 -2.6961 3.2386 -0.1457
C 0.7478 -2.1050 1.7643 -0.0644
C -0.4207 -2.3843 0.7684 -0.1092
N -1.5457 -3.2106 1.2227 0.0927
C -2.5021 -2.5016 1.8018 -0.2967
C -4.0252 -2.8877 1.4027 -0.0495
C -2.3112 -1.3433 2.8844 -0.0473
C -0.3076 -1.7687 -0.6723 0.0101
C -1.5285 -2.0237 -1.6912 -0.1462
O -2.7627 -1.5327 -1.0792 -0.1945
C -3.0512 -0.1812 -1.5432 -0.1363
C -3.7517 0.7194 -0.3871 -0.1652
O -4.9288 1.4124 -0.8672 -0.1787
C -5.8046 1.7993 0.2183 -0.2631
C -7.3398 1.3144 -0.0177 -0.0895
C 0.9568 -0.9341 -1.0931 -0.0246
C 1.1295 -0.2941 -2.5551 -0.0326
C 1.0669 1.3015 -2.5816 -0.3260
O 0.9559 1.8412 -3.7212 0.0696
O 1.1595 2.1590 -1.4404 0.0569
C 2.0939 3.2095 -1.7402 -0.3537
C 3.5532 3.0033 -2.3978 0.0053
O 1.7651 4.3952 -1.4684 0.0530
C 2.1442 -0.6973 -0.0761 0.0240
C 2.0026 -1.2831 1.3829 0.0214
C 3.2177 -0.9674 2.4005 -0.2231
O 3.5871 -1.7345 3.3179 0.0486
C 3.9498 0.4515 2.1371 -0.0846
C 4.4692 1.1996 3.4616 -0.0903
C 5.0594 2.6596 3.1936 -0.1601
O 4.2698 3.5395 2.7547 -0.0243
C 4.0816 0.9986 0.8197 0.0798
C 3.5138 0.1099 -0.4031 -0.2403
O 4.1617 0.0646 -1.4872 0.0251
H 2.2595 -3.7642 4.3538 0.0704
H 1.1040 -4.9482 3.2073 0.0753
H 0.0941 -2.1127 4.0228 0.0897
H -3.9862 -3.7272 0.6155 0.0919
H -4.6048 -1.9892 0.9997 0.0670
H -4.5613 -3.2333 2.3682 0.0869
H -1.4974 -0.5858 2.6354 0.0869
H -3.3204 -0.7807 2.9393 0.0828
H -2.1824 -1.8315 3.9197 0.0930
H -1.5596 -3.1393 -1.9328 0.1398
H -1.4217 -1.4681 -2.6815 0.1076
H -3.7965 -0.2028 -2.4126 0.1412
H -2.1001 0.3865 -1.8591 0.1267
H -4.1166 -0.0287 0.4107 0.0986
H -2.9939 1.4111 0.1345 0.1318
H -5.8652 2.9424 0.3489 0.1065
H -5.4972 1.3827 1.2428 0.1153
H -7.7597 1.8662 -0.9320 0.0762
H -8.0114 1.5896 0.8709 0.0415
H -7.4217 0.1769 -0.1453 0.0794
H 2.1660 -0.6146 -2.9609 0.1163
H 0.3762 -0.7031 -3.3242 0.1298
H 4.2405 2.5906 -1.5670 0.0654
H 3.5368 2.2515 -3.2639 0.0953
H 4.0375 4.0005 -2.7068 0.1135
H 3.5299 1.3384 4.1249 0.1423
H 5.1754 0.5350 4.0802 0.1260
H 6.1427 2.9345 3.4309 0.1383
H 4.5796 2.0187 0.6268 0.1112
O -8.2847 1.2321 2.7870 -0.0684
H -9.2458 1.3124 2.8368 0.0502
H -7.9965 1.3007 3.7061 0.0480
O 3.6720 -2.3135 -3.8499 -0.0751
H 4.0434 -1.7184 -3.1899 0.0047
H 4.3990 -2.4684 -4.4698 -0.0025
O -4.4880 3.9592 1.6669 -0.0661
H -4.1084 4.5523 2.3278 0.0447
H -3.7642 3.8082 1.0454 0.0425
O 3.9362 4.3067 0.1256 -0.0711
H 2.9754 4.3864 0.1822 0.0300
H 4.2321 4.3660 1.0448 0.0068
O 6.7410 -2.7696 -3.9646 -0.0502
H 6.8409 -3.3646 -3.2112 0.0443
H 7.5434 -2.9100 -4.4819 0.0428
O 4.1569 -2.5947 -6.7313 -0.0575
H 3.6383 -1.9199 -7.1861 0.0452
H 3.4920 -3.1835 -6.3520 0.0386